Entry 1:
Computed, not measured: a molecular structure, C3H7NO2, with the ωB97M-V functional and the def2-TZVPD basis.

```
13
Properties=species:S:1:pos:R:3:mulliken_charge:R:1
C -1.11537 -0.23758 -1.00308 -0.082
C 0.94634 0.00037 0.79927 -0.654
N 2.03178 -0.14950 -0.05829 -0.415
C -0.82606 0.47735 0.21236 0.301
O -2.29939 -0.77444 -1.02664 -0.594
O -1.83786 0.49175 1.05101 -0.797
H -2.65126 -0.36611 0.14268 0.520
H -0.37508 -0.32016 -1.79480 0.387
H 2.47017 0.69388 -0.40240 0.234
H 1.95927 -0.86915 -0.75716 0.238
H -0.07701 1.31174 0.03771 0.185
H 0.61839 -0.95672 1.19243 0.316
H 1.15607 0.69855 1.60692 0.361
```

Calculated values
ΔE to the lowest compared entry with this formula, charge and spin (kJ/mol): 458.6
Total charge: 0
Multiplicity: 1
LUMO (eV): 0.027
Gap between HOMO and LUMO (hartree): 0.2864
DFT total energy (a.u.): -323.60629


Entry 2:
Computed, not measured: a gas-phase ion, C6H9N2O4 (charge -1), with the ωB97M-V functional and the def2-TZVPD basis.

```
21
Properties=species:S:1:pos:R:3:mulliken_charge:R:1
C 1.99729 1.11870 -1.11011 -0.948
C 1.96441 0.52259 0.30183 -0.887
C 0.82905 -0.62343 0.47290 0.807
O 1.18994 -1.79695 -0.24056 -0.702
O 0.95169 -0.93419 1.84960 -0.623
C -0.62063 -0.30826 0.14302 -0.863
N -1.25593 0.94888 0.39897 -0.057
C -2.58129 0.76714 0.11278 0.065
O -3.47993 1.58079 0.33196 -0.742
N -2.74985 -0.51839 -0.42753 -0.070
C -1.54899 -1.18547 -0.31809 1.013
O -1.30118 -2.40392 -0.79447 -0.920
H 2.83564 1.85155 -1.09292 0.346
H 1.00613 1.73952 -1.36716 0.179
H 2.29074 0.60499 -2.07153 0.259
H 1.81066 1.29623 0.98919 0.335
H 2.89160 -0.00045 0.65480 0.389
H 0.37964 -2.31038 -0.50341 0.416
H 0.05318 -1.24949 2.08650 0.456
H -0.98268 1.79899 1.05998 0.290
H -3.67948 -0.89846 -0.47573 0.256
```

Calculated values
ΔE to the lowest compared entry with this formula, charge and spin (kJ/mol): 113.3
Total charge: -1
Multiplicity: 1
LUMO (eV): 3.616
Gap between HOMO and LUMO (hartree): 0.2415
DFT total energy (a.u.): -644.56553


Entry 3:
Computed, not measured: a molecular structure, C34H34GeN5O2SSn, with the ωB97M-V functional and the def2-TZVPD basis.

```
78
Properties=species:S:1:pos:R:3:mulliken_charge:R:1
Sn -0.71708 0.31818 -0.29800 0.806
C 2.92137 -3.53602 -1.46726 -0.856
N 1.81868 -3.13622 -2.34866 0.271
C 1.36987 -3.89571 -3.41445 -0.711
C 0.36366 -3.21949 -3.98506 -0.320
N 0.20207 -2.03739 -3.26767 0.789
C 1.11330 -1.99653 -2.26042 -0.709
S 1.48643 -0.76135 -1.10606 -0.003
C -0.75418 -1.04455 -3.66756 0.428
C -0.94651 -0.82729 -5.01758 -0.876
C -1.93958 0.05879 -5.40405 -0.513
C -2.69342 0.68898 -4.42914 -0.831
C -2.40780 0.41850 -3.10548 -0.096
N -1.45242 -0.44107 -2.71576 -0.135
H 2.94123 -4.62024 -1.40762 0.351
H 2.76197 -3.11353 -0.48024 0.303
H 3.86902 -3.17919 -1.86563 0.331
H 1.79763 -4.85337 -3.66047 0.520
H -0.27593 -3.48688 -4.80887 0.571
H -0.33006 -1.32590 -5.75368 0.546
H -2.11792 0.25158 -6.45420 0.469
H -3.48482 1.37928 -4.68475 0.422
H -2.96893 0.89960 -2.31398 0.533
C -1.27883 -3.70972 -0.21403 -0.612
C -1.85572 -2.76108 0.77430 0.185
N -1.67100 -1.44686 0.83654 0.272
C -2.43016 -0.97864 1.90886 -0.515
C -3.05907 -2.02000 2.49193 -0.559
N -2.68385 -3.12955 1.76391 -0.043
H -0.62703 -3.16878 -0.88854 -0.198
H -2.06469 -4.19216 -0.79695 0.392
H -0.70275 -4.49071 0.28441 0.404
H -2.46634 0.06436 2.17922 0.477
H -3.72401 -2.07359 3.33713 0.406
H -2.99928 -4.07201 1.93863 0.211
O 2.51434 2.40174 2.09134 -0.303
C 1.90441 1.25684 1.91562 0.601
O 0.79815 1.22409 1.38367 -0.597
C 2.60992 0.06541 2.52788 -0.212
C 4.12395 0.28998 2.61904 -0.819
Ge 4.26761 2.25372 2.64431 0.448
C 4.50016 3.50111 4.04372 0.502
C 5.70229 3.53022 4.75492 -0.219
C 5.78094 4.33018 5.88365 -0.833
C 4.67820 5.07831 6.28269 -0.541
C 3.49297 5.04511 5.55889 -0.851
C 3.38646 4.24969 4.42588 0.003
C 5.13802 3.32816 0.63519 0.197
C 5.33505 1.99556 0.19751 -0.418
C 6.54239 1.33442 0.39611 -0.620
C 7.57118 1.95536 1.08331 -0.524
C 7.39199 3.24807 1.57992 -0.771
C 6.21299 3.92841 1.34924 0.155
C 3.95768 4.13390 0.20450 0.536
C 3.23391 3.77255 -0.92951 -0.327
C 2.13291 4.51486 -1.32252 -0.902
C 1.73909 5.62729 -0.59145 -0.517
C 2.46267 6.00166 0.53220 -1.020
C 3.56600 5.26142 0.92540 -0.192
H 2.35047 -0.83518 1.97353 0.217
H 2.18293 -0.03328 3.53025 0.413
H 4.66074 -0.08432 1.75581 0.368
H 4.56558 -0.12629 3.52170 0.532
H 6.56240 2.95173 4.43960 0.417
H 6.70063 4.36871 6.45221 0.448
H 4.74361 5.69295 7.17093 0.436
H 2.64702 5.64227 5.87333 0.437
H 2.46733 4.22604 3.85544 0.513
H 4.53965 1.50253 -0.35039 0.430
H 6.67749 0.33437 0.00422 0.564
H 8.51485 1.44541 1.22692 0.457
H 8.19460 3.73855 2.11621 0.533
H 6.13037 4.96048 1.66290 0.432
H 3.55237 2.93920 -1.54419 0.538
H 1.59542 4.24227 -2.22149 0.506
H 0.88583 6.21419 -0.90436 0.454
H 2.17469 6.87854 1.09729 0.457
H 4.11079 5.56665 1.81092 0.366
```

Calculated values
ΔE to the lowest compared entry with this formula, charge and spin (kJ/mol): 52.9
Total charge: +3
Multiplicity: 1
LUMO (eV): -8.027
Gap between HOMO and LUMO (hartree): 0.2799
DFT total energy (a.u.): -4428.92175


Entry 4:
Computed, not measured: a molecular structure, C24H22Cl3GeN5O3Ru, with the ωB97M-V functional and the def2-TZVPD basis.

```
59
Properties=species:S:1:pos:R:3:mulliken_charge:R:1
Ru 0.76805 -0.76349 -0.75811 0.230
O 4.15379 0.07301 -2.89850 -0.482
C 3.43267 -0.10852 -1.96112 -0.029
N 2.01779 -0.31286 -2.20504 0.615
C 1.65867 -0.20702 -3.62959 -0.577
C 0.23692 -0.61984 -3.82145 0.022
C -0.37604 -0.56018 -5.04903 -0.850
C -1.72686 -0.89846 -5.11517 -0.421
C -2.36592 -1.32929 -3.95544 -0.921
C -1.66570 -1.36534 -2.73975 -0.233
N -0.37261 -0.96245 -2.66889 0.328
C 3.69057 -0.11030 -0.51305 0.616
C 4.93531 0.22413 -0.01932 -0.805
C 5.05459 0.40254 1.33096 -0.304
C 3.97520 0.22966 2.14438 -0.934
C 2.72060 -0.06676 1.59425 -0.486
N 2.61766 -0.26920 0.26451 0.506
H 2.31768 -0.88251 -4.22431 0.505
H 1.84370 0.84663 -3.93233 0.471
H 0.21034 -0.22268 -5.85850 0.558
H -2.19291 -0.94905 -6.06352 0.486
H -3.34133 -1.71588 -3.96266 0.499
H -2.16560 -1.60284 -1.81569 0.499
H 5.76192 0.38748 -0.72732 0.540
H 6.00189 0.67802 1.82124 0.443
H 4.11700 0.42901 3.21286 0.467
H 1.84842 -0.22314 2.15063 0.700
O -2.29998 4.44676 2.58910 -0.497
C -1.04669 4.75954 2.00534 -0.494
C -0.64813 3.55942 1.19654 0.061
C 0.34707 3.57717 0.18907 -1.165
C 0.75010 2.39590 -0.41777 -0.294
N 0.11690 1.22921 -0.13599 0.537
C -0.94567 1.19418 0.70301 0.353
C -1.33967 2.34909 1.39096 -0.849
C -1.44390 -0.14955 1.01583 0.487
C -2.54116 -0.33714 1.82622 -0.393
C -3.03267 -1.60334 2.10595 0.108
C -4.12774 -1.70398 3.11841 -0.725
O -4.62599 -0.41018 3.40819 -0.500
C -2.42738 -2.68433 1.50150 -0.804
C -1.32308 -2.45967 0.72174 -1.337
N -0.78494 -1.20941 0.49731 0.838
H -2.60830 5.18065 3.14837 0.332
H -0.22872 4.88687 2.71577 0.341
H -1.08276 5.69320 1.44358 0.398
H 0.92972 4.46455 0.02304 0.483
H 1.62082 2.34843 -1.11432 0.382
H -2.13590 2.39786 2.07564 0.925
H -3.05131 0.54896 2.17224 0.671
H -3.61503 -2.18112 3.97479 0.336
H -4.86773 -2.42576 2.86290 0.466
H -5.48578 -0.38818 3.83740 0.340
H -2.80099 -3.69584 1.57862 0.553
H -0.75957 -3.24747 0.31398 0.796
Cl 2.10851 -3.20576 -0.57176 -0.238
Ge 2.08555 -4.25636 1.50343 0.775
Cl 0.88530 -3.07727 2.75598 -0.189
Cl 1.22332 -6.09713 0.96489 -0.143
```

Calculated values
ΔE to the lowest compared entry with this formula, charge and spin (kJ/mol): 0.0
Total charge: +3
Multiplicity: 6
LUMO (spin up / spin down) (eV): -9.659 / -11.580
<S²>: 8.777
Gap between HOMO and LUMO (spin up / spin down) (hartree): 0.2818 / 0.2247
DFT total energy (a.u.): -4978.73581